No. 1
Density functional theory data (wB97M-V/def2-TZVPD) for a molecular structure, C37H34IN6O5S4Y in a non-equilibrium geometry.

Output
2S+1: 1
Total energy, Ha: -4063.9909
ΔE to the lowest compared entry with this formula, charge and spin, kcal/mol: 0.85
Molar mass, g/mol: 986.8

Positions of all 88 atoms, in Å:
Y 0.262062 0.456460 0.871760
C -2.326699 4.112790 -0.232133
C -1.136739 3.447043 0.372982
N -0.254710 2.804339 -0.295691
N -0.322902 2.774193 -1.653328
C 0.722081 2.210463 -2.337090
N 0.567557 2.245119 -3.678931
S 2.054338 1.537242 -1.613419
C -0.827458 3.518779 1.837593
C -1.337063 4.515252 2.647091
C -0.914842 4.566737 3.970647
C 0.002030 3.639407 4.426219
C 0.460973 2.674196 3.538090
N 0.047151 2.613237 2.279615
H -2.029384 4.938104 -0.885970
H -2.883325 3.378672 -0.823535
H -3.009273 4.499194 0.519036
H -1.164473 3.074286 -2.129478
H -0.346477 2.388205 -4.080281
H 1.199549 1.650557 -4.194829
H -2.033156 5.245036 2.261282
H -1.296410 5.334097 4.630856
H 0.361044 3.651416 5.444878
H 1.193897 1.928726 3.823082
C 4.174317 2.760605 1.435821
C 4.356568 1.412565 0.815390
N 5.437109 1.179194 0.106148
C 5.581065 -0.015331 -0.499615
C 4.664417 -1.033416 -0.400319
C 4.916403 -2.309672 -1.168682
O 6.199024 -2.864914 -0.912352
C 3.507281 -0.809771 0.380233
C 2.581903 -1.904750 0.693454
N 1.401074 -1.749327 1.161419
C 0.712694 -2.909706 1.622448
C 0.596166 -4.052340 0.845882
C -0.082094 -5.157716 1.331446
C -0.659461 -5.116938 2.591902
C -0.553572 -3.973311 3.370694
C 0.135974 -2.871474 2.888109
I 0.400132 -1.213839 4.107080
C 3.327869 0.443206 0.983815
O 2.266061 0.745806 1.682278
H 4.947526 3.431862 1.069943
H 4.235973 2.708435 2.525283
H 3.186314 3.156735 1.194761
H 6.475718 -0.148786 -1.093235
H 4.902341 -2.100958 -2.239909
H 4.132826 -3.050674 -0.991411
H 6.308254 -2.919632 0.043140
H 2.970214 -2.922275 0.607407
H 0.992809 -4.053790 -0.161827
H -0.188489 -6.038264 0.713513
H -1.205564 -5.970439 2.969186
H -1.003222 -3.940194 4.352700
C -4.020536 1.315932 2.398792
O -2.718824 1.419064 1.833249
C -1.927379 0.237116 1.837756
O -2.466902 -0.775672 2.235912
H -4.299008 2.310697 2.747546
H -4.039529 0.609469 3.227711
H -4.743296 0.981882 1.649419
O -0.707142 -0.307460 -0.808746
C -1.344094 -0.810336 -1.913248
C -0.408905 -0.840206 -3.110041
C 0.922464 -1.117423 -3.027954
C 1.562752 -1.179439 -4.292402
C 0.689088 -0.970530 -5.320400
S -0.891451 -0.702267 -4.749942
C -1.803115 -2.244801 -1.629831
C -2.148477 -2.765114 -0.421553
C -2.691496 -4.079421 -0.526858
C -2.739872 -4.522316 -1.812268
S -2.130377 -3.357024 -2.902622
C -2.618277 0.027876 -2.143767
C -3.731556 -0.048136 -1.358435
C -4.706050 0.945057 -1.644151
C -4.333305 1.764202 -2.666061
S -2.801150 1.319957 -3.271611
H 1.421433 -1.238211 -2.077320
H 2.616855 -1.362102 -4.433430
H 0.895419 -0.961780 -6.377202
H -2.058336 -2.225116 0.511084
H -3.020383 -4.661605 0.320846
H -3.085717 -5.477198 -2.170445
H -3.834735 -0.790664 -0.581118
H -5.650475 1.026946 -1.127178
H -4.893028 2.564184 -3.118879

Force components x, y, z for each atom (eV/Å):
0.6 0.5 -0.6
-0.1 0.0 0.0
0.2 -0.1 0.2
-0.2 0.0 -0.1
0.3 0.0 0.4
-0.4 -0.1 -0.3
0.2 0.0 0.2
0.1 0.3 0.2
-0.1 0.0 -0.5
0.1 0.0 0.2
-0.1 0.0 -0.1
0.1 -0.1 0.0
0.0 0.1 0.0
-0.1 -0.2 0.1
0.0 0.0 0.0
0.0 0.0 0.0
0.0 0.0 0.0
0.1 -0.1 0.0
0.0 0.0 0.0
-0.1 0.0 0.0
0.0 0.0 0.0
0.0 0.0 0.0
0.0 0.0 0.0
0.0 0.0 0.0
0.0 0.1 0.0
0.1 0.0 0.0
0.0 -0.1 -0.1
0.0 0.1 0.1
0.0 0.0 0.0
0.0 0.0 0.0
0.0 0.0 0.1
-0.2 -0.7 -0.1
0.4 0.3 0.0
-0.3 -0.2 -0.1
0.2 0.4 -0.1
-0.1 -0.1 -0.1
0.0 0.0 0.1
0.0 0.0 0.0
0.0 0.0 0.0
-0.1 -0.3 0.0
0.0 0.1 0.2
-0.4 0.2 0.4
0.7 0.2 0.0
0.0 0.0 0.0
0.0 -0.1 0.0
0.0 0.0 0.0
0.0 0.0 0.0
0.0 0.0 0.0
0.0 0.0 0.0
0.1 0.0 0.0
0.0 0.0 0.1
0.0 0.0 0.0
0.0 0.0 0.0
0.0 0.0 0.0
0.0 0.0 0.0
-0.1 0.0 -0.1
0.1 -0.2 0.1
-0.9 0.3 0.5
0.0 -0.1 -0.1
0.0 0.0 0.0
0.0 0.0 0.0
0.0 0.0 0.0
0.3 -0.1 -0.2
-0.4 -0.1 0.1
0.2 -0.1 0.0
0.0 0.0 0.0
-0.1 0.0 -0.1
0.3 0.0 0.0
-0.2 0.0 -0.2
-0.1 0.1 -0.1
-0.1 -0.1 0.0
0.1 0.1 -0.1
0.0 0.0 0.2
0.0 0.0 -0.1
-0.1 -0.1 0.1
0.0 0.1 0.0
0.0 0.0 -0.1
-0.1 -0.1 0.2
0.1 0.0 -0.2
0.0 0.0 0.0
0.1 0.0 0.0
0.0 0.0 -0.1
0.0 0.0 0.0
0.0 0.0 0.0
0.0 0.0 0.0
0.0 0.0 0.0
0.0 0.0 0.0
0.0 0.1 0.0

=====

No. 2
Density functional theory data (wB97M-V/def2-TZVPD) for a molecular structure, C25H44BiO2P2 in a non-equilibrium geometry.

Output
2S+1: 1
Total energy, Ha: -2026.4141
ΔE to the lowest compared entry with this formula, charge and spin, kcal/mol: 0.00
Net charge: +1
Molar mass, g/mol: 647.6

Positions of all 74 atoms, in Å:
Bi 1.178106 -0.191560 -0.086038
C 3.932120 1.887630 1.398974
C 3.276436 1.333767 2.538236
C 4.751375 -0.236698 1.726860
C 4.821151 0.908671 0.885430
C 3.794100 0.024588 2.741646
C 3.702416 3.222533 0.809198
H 2.754328 3.656540 1.146296
H 3.687826 3.171237 -0.286831
H 4.502125 3.924671 1.085775
C 5.678156 1.033963 -0.311812
H 5.386290 1.903580 -0.909095
H 5.584951 0.142267 -0.945657
H 6.741924 1.143953 -0.056977
C 5.521916 -1.480272 1.537826
H 6.590670 -1.331406 1.745862
H 5.439718 -1.841918 0.503321
H 5.162410 -2.272945 2.202938
C 3.404746 -0.913850 3.814522
H 4.123916 -0.891931 4.646053
H 3.367274 -1.944333 3.441632
H 2.420749 -0.664847 4.222225
C 2.242147 1.991684 3.366638
H 2.675306 2.450863 4.269278
H 1.484818 1.270438 3.701899
H 1.728622 2.780495 2.806789
C -3.908692 0.938508 -2.518995
C -3.830795 2.071026 -1.803996
C -4.824153 2.502629 -0.768146
C -5.397695 1.385167 0.136242
C -4.437828 0.304798 0.529160
C -4.360433 -0.875442 -0.110766
C -4.990637 -1.176987 -1.445615
C -5.063723 -0.010614 -2.475425
H -5.678999 3.014718 -1.242393
H -6.241010 0.910700 -0.385009
H -4.344048 3.264851 -0.140209
H -5.974783 0.568390 -2.289461
H -3.165489 0.726021 -3.294107
H -3.068135 2.819892 -2.052527
H -5.166751 -0.461791 -3.482545
H -4.436042 -2.007383 -1.903281
H -3.868701 -1.725678 0.376109
H -6.018498 -1.549403 -1.308255
H -5.806357 1.863324 1.046000
H -3.855856 0.502823 1.432647
P -0.661561 0.534407 -1.629544
P -0.273730 -2.290734 0.366737
C -1.823485 -0.876418 -1.596586
C -1.413622 -2.274366 -1.081865
H -2.222650 -0.989242 -2.618941
H -2.642568 -0.478645 -0.977135
H -2.311625 -2.855687 -0.800690
H -0.911434 -2.803845 -1.907411
C 0.560722 -3.887314 0.377392
H 1.170533 -3.984361 1.284783
H 1.216783 -4.003533 -0.493377
H -0.210240 -4.668515 0.368215
C -1.093497 -2.083243 1.967037
H -1.908888 -2.809907 2.067981
H -1.487997 -1.066787 2.087021
H -0.340351 -2.259160 2.750293
C -0.414424 1.190150 -3.275779
H 0.147488 2.136490 -3.225482
H -1.376802 1.361100 -3.774812
H 0.202653 0.480520 -3.840621
C -1.070049 1.838176 -0.409453
H -0.795952 1.534053 0.611822
H -2.138055 2.052249 -0.417946
H -0.491685 2.743579 -0.643912
O 3.031634 -2.173909 -3.587021
C 2.728112 -2.197289 -2.404500
O 1.862021 -1.376383 -1.814965
H 3.153698 -2.934054 -1.675655

Force components x, y, z for each atom (eV/Å):
2.1 0.3 1.6
0.6 -1.2 -0.6
0.6 0.3 -0.7
-1.9 -0.6 2.3
-1.1 2.3 0.1
1.4 -1.1 -1.5
0.1 0.7 -0.2
0.2 0.0 -0.1
-0.1 0.1 0.2
-0.2 0.0 -0.1
0.0 0.1 -0.4
0.1 -0.1 0.1
0.1 0.1 0.1
-0.2 -0.1 0.0
0.2 -0.5 0.0
-0.2 0.0 -0.1
0.1 0.0 0.2
0.1 0.1 -0.1
0.0 -0.3 0.5
-0.2 -0.1 -0.1
0.0 0.1 0.2
0.1 -0.1 0.0
-0.3 0.1 0.1
-0.1 -0.1 -0.2
0.2 0.1 0.0
0.1 -0.1 0.2
0.1 0.9 -0.2
-0.3 -0.3 -1.1
-0.2 0.3 0.4
-0.3 0.3 -0.3
-0.1 -0.6 0.1
-0.6 0.5 0.8
-0.3 -0.2 -0.2
-0.3 -0.4 -0.1
0.3 -0.1 0.0
0.2 0.2 0.4
-0.1 -0.1 -0.1
0.2 -0.2 -0.2
-0.3 0.3 0.3
-0.2 -0.4 0.0
-0.1 0.2 0.5
-0.1 0.1 0.1
0.2 0.4 -0.2
0.3 0.0 0.0
0.2 -0.3 -0.4
-0.2 -0.4 0.0
0.7 -0.3 0.8
0.8 0.4 -0.6
-0.6 -0.1 -0.1
0.1 0.1 0.0
0.2 0.0 0.5
0.4 -0.2 -0.4
0.2 0.3 -0.3
0.0 0.0 0.5
-0.2 -0.5 0.1
-0.2 0.1 -0.2
-0.3 0.2 0.1
0.3 -0.1 0.0
-0.3 -0.2 0.0
0.1 0.1 0.2
0.1 -0.2 -0.1
-0.2 0.0 -0.2
0.1 0.4 -0.5
-0.2 -0.3 0.1
0.4 0.0 0.0
-0.2 0.0 0.1
-0.8 0.5 -0.1
-0.1 -0.1 -0.4
0.3 0.2 0.1
-0.2 -0.2 -0.1
-0.4 -0.1 1.7
0.0 0.4 -0.4
0.1 -1.0 -1.5
0.1 0.1 -0.5

=====

No. 3
Density functional theory data (wB97M-V/def2-TZVPD) for 2 unconnected molecules or ions with the total composition C2H5OP in a non-equilibrium geometry.

Output
2S+1: 3
Total energy, Ha: -495.6580
ΔE to the lowest compared entry with this formula, charge and spin, kcal/mol: 0.00
Molar mass, g/mol: 76.0
⟨S²⟩: 2.01

Positions of all 9 atoms, in Å:
C -0.073347 -1.222634 0.468497
C -0.597906 -0.134670 -0.113016
O -0.856971 0.994828 0.591271
P 1.527821 0.867032 -1.259533
H 0.232927 -1.210161 1.497180
H 0.106991 -2.114101 -0.098458
H -0.987042 -0.182651 -1.122921
H -1.231241 1.677660 0.024953
H 1.878768 1.324696 0.012028

Force components x, y, z for each atom (eV/Å):
-0.2 0.6 -0.1
-0.5 -1.0 0.3
-0.1 0.2 0.2
0.6 0.2 -0.9
0.1 0.1 0.3
-0.1 -0.2 -0.2
0.0 0.1 0.0
0.1 -0.1 0.0
0.1 0.1 0.5

=====

Question: Which value of ΔE to the lowest compared entry with this formula, charge and spin does entry 2 give?
Answer: 0.00 kcal/mol